2 unconnected molecules or ions with the total composition C2H12N2Si3, computed with ωB97M-V with the def2-TZVPD basis set.

Bonds (Å) are listed after each position.
Cartesian coordinates (Å):
1 C 2.65672 -2.45313 -1.10009  C2 1.310, H8 1.011, H9 1.162
2 C 2.65579 -1.27768 -0.52108  C1 1.310, Si7 1.895, H10 1.059
3 N 1.30361 0.94221 0.24606  Si5 1.785, Si7 1.774, H11 1.030
4 N -2.91864 0.74348 0.30938  Si6 1.684, H12 1.029, H19 0.924
5 Si 0.44236 2.43380 0.71416  N3 1.785, H13 1.482, H14 1.516, H15 1.372
6 Si -2.58762 -0.90237 0.18061  N4 1.684, H16 1.436, H17 1.457, H18 1.447
7 Si 1.59623 -0.66972 0.92713  C2 1.895, N3 1.774
8 H 3.36965 -2.70503 -1.77151  C1 1.011
9 H 1.75570 -3.18460 -1.04818  C1 1.162
10 H 3.44651 -0.70800 -0.93430  C2 1.059
11 H 1.43146 0.99003 -0.77482  N3 1.030
12 H -3.85430 1.12872 0.49774  N4 1.029
13 H -0.69062 1.86793 1.48322  Si5 1.482
14 H -0.10074 3.15779 -0.50214  Si5 1.516
15 H 1.20533 3.23954 1.52117  Si5 1.372
16 H -3.35039 -1.72818 1.07486  Si6 1.436
17 H -2.85131 -1.31028 -1.19309  Si6 1.457
18 H -1.14946 -0.99172 0.30952  Si6 1.447
19 H -2.36029 1.42722 0.58138  N4 0.924

Its HOMO energy is -8.46 eV. The orbital gap is 8.494 eV. Its total energy is -1061.31256 Eh. For the molar mass, the calculation gives 148.4 g/mol. The energy above the lowest of the compared OMol25 structures with the same formula, charge and spin is 104.1 kJ/mol.



3 unconnected molecules or ions with the total composition C2H12N3O2, computed with ωB97M-V with the def2-TZVPD basis set.

Bonds (Å) are listed after each position.
Cartesian coordinates (Å):
1 C -0.27432 -2.01668 0.45700  N2 1.475, H6 1.079, H7 1.089, H8 1.087
2 N 0.33428 -0.71543 0.12342  C1 1.475, C3 1.313, H9 1.012
3 C 0.64814 -0.38030 -1.10696  N2 1.313, N4 1.340, N5 1.339
4 N 0.77223 0.91786 -1.41369  C3 1.340, H10 1.019, H11 1.008
5 N 0.61924 -1.27035 -2.10637  C3 1.339, H12 1.007, H13 1.012
6 H -0.78823 -1.87991 1.39589  C1 1.079
7 H 0.50080 -2.78202 0.46395  C1 1.089
8 H -1.05694 -2.20208 -0.27432  C1 1.087
9 H 0.25821 0.00215 0.83285  N2 1.012
10 H 0.75078 1.55751 -0.62029  N4 1.019
11 H 1.37189 1.19741 -2.17474  N4 1.008
12 H 0.60199 -0.91593 -3.04878  N5 1.007
13 H 0.89529 -2.23647 -1.98916  N5 1.012
14 H -2.45063 0.23196 2.26633  O16 0.968
15 H -2.14730 1.34547 1.34403  O16 0.969
16 O -1.69297 0.74724 1.95550  H14 0.968, H15 0.969
17 H 0.61022 3.49134 0.94354  O19 0.975
18 H 0.32599 2.38082 1.91549  O19 0.975
19 O 0.72133 2.52742 1.03633  H17 0.975, H18 0.975

The total charge is +1. Its HOMO energy is -14.44 eV. The orbital gap is 11.681 eV. Its total energy is -397.96403 Eh. For the molar mass, the calculation gives 110.1 g/mol. The energy above the lowest of the compared OMol25 structures with the same formula, charge and spin is 0.0 kJ/mol.



2 unconnected molecules or ions with the total composition C2H12N4, computed with ωB97M-V with the def2-TZVPD basis set.

Bonds (Å) are listed after each position.
Cartesian coordinates (Å):
1 N 0.84803 1.60713 0.29505  C2 1.464, H4 1.032, H5 1.031
2 C 2.23130 1.91100 -0.07684  N1 1.464, N3 1.462, H6 1.094, H7 1.092
3 N 2.43897 2.10455 -1.51150  C2 1.462, H8 1.003, H9 0.991
4 H 0.25303 2.16170 -0.33969  N1 1.032
5 H 0.68382 0.67582 -0.11496  N1 1.031
6 H 2.51124 2.86416 0.38104  C2 1.094
7 H 2.87769 1.15865 0.38103  C2 1.092
8 H 1.60030 1.95405 -2.04139  N3 1.003
9 H 3.22435 1.73595 -1.99036  N3 0.991
10 N -0.66634 -2.18078 0.47473  C11 1.460, H13 1.001, H14 1.013
11 C -1.99995 -1.81852 0.00269  N10 1.460, N12 1.460, H15 1.088, H16 1.093
12 N -2.95037 -1.35755 1.01031  C11 1.460, H17 1.010, H18 1.008
13 H -0.43297 -3.15129 0.40018  N10 1.001
14 H -0.50279 -1.90869 1.43637  N10 1.013
15 H -1.85531 -1.01520 -0.71603  C11 1.088
16 H -2.47371 -2.64847 -0.52845  C11 1.093
17 H -2.97055 -0.34810 1.00632  N12 1.010
18 H -2.81674 -1.74443 1.93152  N12 1.008

Its HOMO energy is -8.86 eV. The orbital gap is 9.860 eV. Its total energy is -302.38239 Eh. For the molar mass, the calculation gives 92.1 g/mol. The energy above the lowest of the compared OMol25 structures with the same formula, charge and spin is 50.6 kJ/mol. Its SMILES is NCN.NCN.



3 unconnected molecules or ions with the total composition C2H12NO2S, computed with ωB97M-V with the def2-TZVPD basis set.

Bonds (Å) are listed after each position.
Cartesian coordinates (Å):
1 C -0.26861 -0.24190 0.59421  C2 1.557, N4 1.476, H5 1.107, H6 1.043
2 C -0.73038 0.84044 1.61313  C1 1.557, S3 1.912, H7 1.211, H8 1.051
3 S -1.43150 2.26787 0.55151  C2 1.912, H9 1.458
4 N 0.83816 0.21948 -0.26730  C1 1.476, H10 1.025, H11 1.061, H12 1.060
5 H 0.10982 -1.13792 1.12240  C1 1.107
6 H -1.12136 -0.58843 0.10386  C1 1.043
7 H -1.65816 0.30044 2.17445  C2 1.211
8 H -0.02881 1.26843 2.26796  C2 1.051
9 H -2.84287 1.90230 0.58625  S3 1.458
10 H 1.74405 -0.23900 -0.12852  N4 1.025
11 H 0.49003 0.42007 -1.24936  N4 1.061
12 H 1.02638 1.14182 0.21898  N4 1.060
13 H -0.40239 0.14475 -3.62471  O15 0.972
14 H -0.96351 1.46624 -2.98014  O15 1.005
15 O -0.72317 0.51017 -2.78270  H13 0.972, H14 1.005
16 H 1.30990 -3.10756 0.76500  O18 0.944
17 H 2.76977 -2.69726 0.66567  O18 0.963
18 O 1.88264 -2.46995 0.36932  H16 0.944, H17 0.963

The total charge is +2. Its HOMO energy (alpha / beta) is -18.83 / -18.82 eV. The orbital gap (alpha / beta) is 10.239 / 5.596 eV. Its total energy is -686.06753 Eh. For the molar mass, the calculation gives 114.2 g/mol. As for the spin multiplicity: 2. The energy above the lowest of the compared OMol25 structures with the same formula, charge and spin is 127.1 kJ/mol.



3 unconnected molecules or ions with the total composition C2H12NO2S, computed with ωB97M-V with the def2-TZVPD basis set.

Bonds (Å) are listed after each position.
Cartesian coordinates (Å):
1 C 1.27581 0.80124 -0.42042  C2 1.536, N4 1.478, H5 1.087, H6 1.079
2 C 2.15154 0.14124 0.65552  C1 1.536, S3 1.888, H7 1.093, H8 1.095
3 S 3.09738 -1.37054 0.03510  C2 1.888, H9 1.366
4 N 0.01366 0.06451 -0.64212  C1 1.478, H10 1.020, H11 1.036, H12 1.032
5 H 1.12991 1.84091 -0.13964  C1 1.087
6 H 1.86474 0.78453 -1.32453  C1 1.079
7 H 2.98816 0.75170 1.00541  C2 1.093
8 H 1.51336 -0.03743 1.52702  C2 1.095
9 H 2.89166 -2.06070 1.19584  S3 1.366
10 H 0.17233 -0.92408 -0.83521  N4 1.020
11 H -0.74116 0.14251 0.06290  N4 1.036
12 H -0.46792 0.44376 -1.47239  N4 1.032
13 H -2.73069 0.28322 2.23769  O15 0.971
14 H -1.40752 1.21319 2.04670  O15 0.960
15 O -1.85456 0.39080 1.83259  H13 0.971, H14 0.960
16 H -3.49342 -0.08205 -1.98948  O18 0.962
17 H -3.49679 -1.55787 -1.95694  O18 0.951
18 O -2.90651 -0.82494 -1.81803  H16 0.962, H17 0.951

The total charge is +2. Its HOMO energy (alpha / beta) is -17.82 / -17.82 eV. The orbital gap (alpha / beta) is 9.374 / 4.556 eV. Its total energy is -686.08877 Eh. For the molar mass, the calculation gives 114.2 g/mol. As for the spin multiplicity: 2. The energy above the lowest of the compared OMol25 structures with the same formula, charge and spin is 71.4 kJ/mol.



4 unconnected molecules or ions with the total composition C2H12NO3, computed with ωB97M-V with the def2-TZVPD basis set.

Bonds (Å) are listed after each position.
Cartesian coordinates (Å):
1 C 0.20335 -1.57999 0.90786  N3 1.485, H4 1.087, H5 1.088, H6 1.139
2 C -1.00992 -1.44265 -1.16354  N3 1.286, H7 1.063, H8 1.117
3 N -0.18787 -0.88694 -0.34538  C1 1.485, C2 1.286, H9 1.100
4 H 0.96340 -2.32371 0.68090  C1 1.087
5 H -0.57151 -2.32546 1.07309  C1 1.088
6 H 0.23963 -0.75390 1.69044  C1 1.139
7 H -1.01798 -2.48345 -1.37918  C2 1.063
8 H -1.59204 -0.68510 -1.74157  C2 1.117
9 H 0.25833 0.09760 -0.54881  N3 1.100
10 H -2.82064 3.02646 0.67702  O12 0.956
11 H -2.74242 2.10960 1.71994  O12 0.955
12 O -2.20096 2.36217 0.97434  H10 0.956, H11 0.955
13 H 3.27964 -1.21204 1.05793  O15 1.012
14 H 3.26895 -1.16074 -0.48336  O15 0.933
15 O 2.80488 -0.82383 0.25272  H13 1.012, H14 0.933
16 H 0.97794 2.23429 -1.23321  O18 1.034
17 H -0.39263 2.15143 -0.29648  O18 0.954
18 O 0.18406 1.67034 -0.88519  H16 1.034, H17 0.954

The total charge is +1. Its HOMO energy is -14.98 eV. The orbital gap is 10.393 eV. Its total energy is -363.56819 Eh. For the molar mass, the calculation gives 98.1 g/mol. The energy above the lowest of the compared OMol25 structures with the same formula, charge and spin is 217.0 kJ/mol.